[1]
{
  "formula": "C3H5NO",
  "method": "wB97M-V/def2-TZVPD",
  "de_lowest_ev": 0.549,
  "homo_ev": -9.77,
  "molar_mass_da": 71.08,
  "e_tot_ev": -6729.0237,
  "species": ["O", "C", "C", "C", "N", "H", "H", "H", "H", "H"],
  "coordinates": [[1.660, 1.235, 1.132], [0.803, 0.643, 0.495], [0.630, -0.724, -0.190], [-0.840, -0.336, -0.396], [-0.482, 1.006, 0.151], [1.231, -0.774, -1.146], [0.809, -1.570, 0.501], [-1.533, -0.934, 0.198], [-1.161, -0.259, -1.437], [-1.118, 1.713, 0.691]]
}


[2]
{
  "formula": "C14H16F3N3O3S",
  "method": "wB97M-V/def2-TZVPD",
  "de_lowest_ev": 0.000,
  "homo_ev": -8.42,
  "molar_mass_da": 363.36,
  "e_tot_ev": -44379.3047,
  "species": ["C", "C", "C", "C", "C", "S", "C", "N", "C", "N", "C", "C", "O", "C", "O", "O", "C", "C", "F", "F", "F", "C", "C", "N", "H", "H", "H", "H", "H", "H", "H", "H", "H", "H", "H", "H", "H", "H", "H", "H"],
  "coordinates": [[3.458, -1.276, 0.956], [3.536, -0.881, -0.520], [2.403, 0.025, -0.887], [2.469, 1.381, -0.951], [3.652, 2.259, -0.731], [0.930, 2.089, -1.350], [0.187, 0.533, -1.460], [-1.150, 0.385, -1.816], [-2.109, -0.003, -0.778], [-1.671, -1.083, 0.049], [-0.944, -0.820, 1.177], [-0.523, -2.046, 1.933], [-0.727, 0.320, 1.521], [-2.453, 1.242, 0.107], [-2.062, 2.337, -0.184], [-3.316, 0.931, 1.053], [-3.676, 1.992, 1.936], [-3.388, -0.442, -1.516], [-3.142, -1.444, -2.366], [-3.914, 0.558, -2.232], [-4.338, -0.873, -0.684], [1.091, -0.469, -1.184], [0.784, -1.832, -1.210], [0.545, -2.957, -1.192], [4.307, -1.900, 1.225], [3.461, -0.390, 1.588], [2.544, -1.833, 1.149], [3.490, -1.783, -1.134], [4.484, -0.379, -0.714], [3.982, 2.206, 0.306], [3.400, 3.291, -0.960], [4.482, 1.953, -1.367], [-1.490, 1.235, -2.263], [-1.710, -2.021, -0.327], [-1.407, -2.515, 2.361], [0.154, -1.764, 2.734], [-0.043, -2.759, 1.267], [-2.817, 2.252, 2.556], [-4.492, 1.611, 2.544], [-3.989, 2.868, 1.364]]
}


[3]
{
  "formula": "C2H4NP",
  "method": "wB97M-V/def2-TZVPD",
  "de_lowest_ev": 2.618,
  "homo_ev": -9.02,
  "molar_mass_da": 73.03,
  "e_tot_ev": -12913.9112,
  "species": ["C", "C", "N", "P", "H", "H", "H", "H"],
  "coordinates": [[1.142, 0.407, -0.437], [-0.281, -0.411, 0.704], [2.375, 0.624, -0.457], [1.647, 0.782, -2.145], [0.191, -1.180, 1.273], [-0.872, -0.856, 0.000], [-0.786, 0.403, 1.117], [1.109, 2.193, -2.303]]
}